73
Properties=species:S:1:pos:R:3 method="wB97M-V/def2-TZVPD" orbital_gap_ev="7.9 / 5.3" total_charge=+2 multiplicity=6
I -0.71434 0.22530 3.11235
Sb -4.28271 -0.18982 0.52670
Rh -0.85973 0.13726 0.42228
F -3.97889 0.42456 2.26711
F -4.22259 -0.75231 -1.25216
F -5.50928 1.14281 0.17011
F -5.28510 -1.65166 1.04440
F -2.80720 1.04258 0.00635
F -2.63293 -1.23905 0.82128
O -0.70522 0.07613 -1.75254
O 3.68615 3.17659 -1.71014
O -0.05349 -1.74393 0.39141
O -0.68973 2.47855 0.24112
N -1.26547 -3.61525 -0.17160
N 1.31783 0.59123 0.42427
N 0.26189 -3.64933 1.57344
N 0.76950 1.10820 -4.78424
C 1.86025 1.15830 -0.58750
C 2.02594 0.67693 4.11731
C 3.39577 0.78236 1.71924
C 2.00482 0.67035 1.68560
C 3.40272 0.83922 4.11892
C -0.87444 4.65262 -0.56656
C 3.71402 2.09263 -2.62312
C -1.49249 0.34167 -4.38420
C 1.34202 0.58192 2.91456
C -0.37107 -2.99789 0.58785
C -1.44133 -5.38048 1.52770
C -1.72060 -4.98990 0.09569
C 0.17250 0.59637 -2.48066
C 0.01061 -5.07301 1.81888
C 2.32670 1.57012 -2.94812
C -1.05948 3.27644 1.41643
C 1.43543 1.11414 -1.99911
C 1.33233 -3.05241 2.35970
C -0.12924 0.68567 -3.92001
C -1.17105 3.21573 -0.92356
C 1.95225 1.49856 -4.31983
C -1.86642 -3.01282 -1.35691
C -1.26137 4.70956 0.91593
C 4.08550 0.87925 2.91491
H -0.64912 5.41575 1.47123
H -1.97157 2.85882 1.84284
H 0.26800 -5.27537 2.85670
H 5.16298 0.96909 2.90016
H 3.93382 0.90822 5.05823
H -2.30241 5.00458 1.03147
H -2.78759 -5.01793 -0.12287
H 1.49072 0.61439 5.05537
H -1.64970 -6.43853 1.67293
H 2.67717 1.79042 -5.07305
H -2.16812 1.17841 -4.17259
H -2.89793 -2.72685 -1.16584
H 1.44813 -2.00757 2.10949
H 0.18631 4.86548 -0.70305
H -0.24037 3.17525 2.12637
H 3.65611 4.01134 -2.18833
H -1.84778 -3.75556 -2.15431
H 0.67075 -5.67632 1.18888
H 2.75263 1.75478 -0.42851
H -2.08116 -4.81327 2.20675
H 1.10477 -3.15248 3.42135
H 4.29689 1.29348 -2.15985
H -1.89343 -0.51667 -3.84700
H -1.48399 0.17147 -5.45693
H -1.22049 -5.66622 -0.60202
H -2.23800 3.03256 -1.04936
H 3.96112 0.76024 0.79753
H 4.22739 2.35898 -3.54716
H -0.62878 2.84987 -1.79126
H -1.44991 5.34717 -1.17492
H 2.27428 -3.56568 2.15664
H -1.30275 -2.14503 -1.67218



67
Properties=species:S:1:pos:R:3 method="wB97M-V/def2-TZVPD" orbital_gap_ev=9.3 total_charge=+2
In 0.25712 0.35848 -0.20432
S -0.91111 0.80192 -2.64583
O 0.10914 1.54275 1.93426
O 2.03106 0.99843 1.02156
N -3.09566 -1.90510 1.59957
N 1.27327 -1.59208 -0.73777
N 1.99501 1.35844 -1.71285
N 2.80984 -3.09088 -0.23797
N -0.14139 2.72871 -0.43340
N 0.45754 -1.17925 1.79196
N -1.84178 -0.80459 0.13790
C 1.70233 -2.20289 -1.93217
C 2.68213 -3.13861 -1.62727
C -3.82348 -0.29794 -1.45030
C -5.36764 -1.54202 0.57512
C 1.86186 1.14604 -3.15748
C -0.66104 -2.10190 1.91578
C -3.98841 -1.41174 0.66096
C 2.11660 2.22220 3.09529
C 1.23701 -2.07279 -3.24003
C -1.54198 2.89915 -0.84060
C 1.82952 -2.85724 -4.20824
C -1.86141 -1.54390 1.23075
C 2.16751 2.76490 -1.30043
C -1.79236 2.35160 -2.24646
C -3.20176 -0.76053 -0.28724
C 0.45081 1.38536 -3.70595
C 1.76076 -1.84257 1.67887
C 2.85519 -3.76403 -3.88951
C 1.95981 -2.16487 0.23149
C -5.19396 -0.42009 -1.55661
C 0.83420 3.49919 -1.22262
C 1.37705 1.56029 1.97342
C -5.96554 -1.01446 -0.54662
C 3.29143 -3.93310 -2.59173
H 0.34348 0.86254 -4.65423
H -0.41177 -3.04158 1.42037
H -2.16623 2.37877 -0.11461
H 2.65588 3.08847 2.70587
H -0.07054 2.94874 0.55227
H 2.53447 1.80204 -3.71331
H 0.40499 -1.41897 -3.47828
H -1.84508 3.94720 -0.83783
H -5.68502 -0.07291 -2.45704
H 2.86724 1.54101 3.49712
H 4.05537 -4.65946 -2.34094
H 1.43438 2.54167 3.87550
H 0.42740 3.67818 -2.21521
H 2.79173 0.82627 -1.38241
H 2.16738 0.12600 -3.36896
H 0.26450 2.43632 -3.90313
H 1.82761 -2.75439 2.27546
H -2.85245 2.15385 -2.35653
H 1.00030 4.48046 -0.77952
H -1.52263 3.06239 -3.02442
H 2.63812 2.76542 -0.32154
H 2.54268 -1.16580 2.01077
H 0.44229 -0.52800 2.56413
H -3.33016 -2.45472 2.40967
H 3.43421 -3.65153 0.32077
H 2.82666 3.29739 -1.98818
H -3.26601 0.07233 -2.28936
H -5.94224 -2.04744 1.34245
H -7.03821 -1.09333 -0.66973
H -0.88922 -2.33625 2.95425
H 3.29458 -4.36132 -4.67824
H 1.48359 -2.79449 -5.23290



67
Properties=species:S:1:pos:R:3 method="wB97M-V/def2-TZVPD" orbital_gap_ev=8.9 total_charge=+2
In -0.58157 -0.12503 -0.29982
S -2.17422 -1.84243 -1.63241
O -2.80042 0.79447 -0.46941
O -1.11064 1.60530 -1.61501
N 0.57095 -0.40924 -2.47321
N -0.73838 1.56146 1.26744
N -2.17738 2.59518 2.57774
N 0.62864 -2.68332 -0.77149
N 1.08131 -0.63192 1.14222
N 1.86201 -1.79294 2.83772
N -1.64566 -1.01151 1.79562
C -1.62653 -3.55628 -1.32513
C -0.35984 -3.71007 -0.47414
C 4.34287 -1.54330 2.32486
C -1.74280 1.41587 2.09617
C -0.53308 5.67801 1.32988
C 0.38511 5.01993 0.49927
C -2.33765 1.64956 -1.26259
C -1.44639 4.98348 2.09727
C -0.63191 -1.57898 2.69338
C -1.56608 -1.53229 -3.32519
C -1.41052 3.59834 1.99899
C 1.65124 -1.39638 -2.60089
C 5.17895 -0.93908 1.40736
C -2.41601 0.10793 2.36082
C 0.76392 -1.32491 2.20816
C 0.41534 3.64432 0.40401
C -0.50604 2.93110 1.16384
C 4.68056 -0.16500 0.34986
C 2.46900 -0.62163 1.05949
C -0.46502 -0.47545 -3.51432
C -3.20238 2.74339 -1.82617
C 2.97916 -1.35776 2.13600
C 1.21764 -2.77692 -2.11028
C 3.32448 0.00953 0.16034
H -0.01218 -0.67588 -4.49073
H -0.77326 -2.65686 2.79761
H 4.72958 -2.12114 3.15377
H 1.37401 -2.72090 -0.08562
H -1.51465 -4.02800 -2.29894
H -2.59117 -0.02429 3.43212
H -4.17579 2.75009 -1.34635
H -0.72533 -1.15338 3.69686
H -2.94037 2.73845 3.21881
H 5.37974 0.31897 -0.31860
H -2.30727 -1.72967 1.53019
H -3.38530 0.14457 1.86031
H -2.46114 -4.04520 -0.82521
H 6.24902 -1.05512 1.51140
H -0.61627 -3.62344 0.58436
H 1.97519 -1.48109 -3.64234
H 1.88035 -2.31659 3.69917
H 0.48477 -3.19898 -2.79529
H 2.08272 -3.44489 -2.13007
H -3.32301 2.58055 -2.89792
H -2.15183 5.49160 2.74129
H 0.02128 -4.72447 -0.63958
H 1.08258 5.61209 -0.07752
H -0.52414 6.75865 1.36877
H -2.70161 3.70198 -1.69501
H -0.92746 0.50407 -3.56248
H 1.11962 3.12879 -0.23601
H 2.49629 -1.05761 -2.00292
H 2.93125 0.64013 -0.62818
H 0.96805 0.52409 -2.52194
H -2.44322 -1.20107 -3.87916
H -1.27912 -2.49886 -3.73117



Results for ΔE to the lowest compared entry with this formula, charge and spin: 92.2 35.0 69.2 (in kJ/mol, following the order of the records).